# 1
Formula: C5H11FN
Source: OMol25
Level of theory: ωB97M-V/def2-TZVPD

## Properties
HOMO level: -13.9 eV
HOMO-LUMO gap: 0.3781 Ha
ΔE to the lowest compared entry with this formula, charge and spin: 3.6686 eV
Molar mass: 104.15 Da

The geometry in ORCA input format:
```
! RIJCOSX wB97M-V def2-TZVPD def2/J DEFGRID3
* xyz 1 1
C 1.508 -2.256 0.727
C 1.912 -1.021 0.731
C -0.446 1.078 -2.198
C -1.023 1.351 -0.896
C -0.759 0.509 0.148
N -1.103 0.412 1.481
F 1.561 -0.207 1.747
H 0.967 -2.634 1.616
H 1.685 -2.936 -0.024
H 2.273 -0.400 -0.099
H 0.630 1.390 -2.500
H -0.599 0.060 -2.402
H -1.082 1.910 -2.898
H -1.669 2.201 -0.796
H -0.509 -0.458 -0.261
H -1.972 0.819 1.778
H -0.287 0.789 2.047
H -1.088 -0.605 1.799
*
```

---

# 2
Formula: C22H30EuO2Si
Source: OMol25
Level of theory: ωB97M-V/def2-TZVPD

## Properties
HOMO level (alpha / beta): -8.1 / -8.1 eV
HOMO-LUMO gap (alpha / beta): 0.1632 / 0.1726 Ha
ΔE to the lowest compared entry with this formula, charge and spin: 2.6226 eV
<S²>: 12.0407
Molar mass: 506.53 Da

The geometry in ORCA input format:
```
! RIJCOSX wB97M-V def2-TZVPD def2/J DEFGRID3
* xyz 1 7
C 0.865 1.960 0.409
C 1.223 2.289 -0.939
C 0.018 2.295 -1.699
H 2.214 2.490 -1.354
C -1.083 2.018 -0.841
C -0.554 1.784 0.464
H -1.119 1.518 1.379
H 1.595 1.908 1.236
H -0.083 2.425 -2.793
H -2.141 1.981 -1.107
Eu 0.423 -0.269 -1.130
C -1.621 -3.403 -4.454
H -2.534 -2.962 -4.043
H -2.184 -4.399 -4.710
H -0.963 -4.201 -3.983
Si 0.306 -0.038 -3.750
C 1.582 -0.759 -4.888
C 2.533 0.252 -5.104
H 2.490 1.149 -4.475
C 3.529 0.105 -6.046
H 4.235 0.929 -6.158
C 3.620 -1.069 -6.790
H 4.395 -1.176 -7.547
C 2.722 -2.109 -6.540
H 2.787 -3.043 -7.117
C 1.706 -1.979 -5.597
H 1.048 -2.820 -5.395
C -1.152 0.335 -4.875
C -0.889 0.566 -6.242
H 0.072 0.288 -6.645
C -1.839 1.160 -7.079
H -1.641 1.264 -8.132
C -3.071 1.550 -6.556
H -3.819 1.951 -7.227
C -3.365 1.342 -5.204
H -4.336 1.608 -4.780
C -2.424 0.709 -4.392
H -2.640 0.550 -3.323
H -1.270 -2.951 -5.408
H -1.082 -2.949 -3.703
C -2.536 -1.131 0.415
O -1.210 -1.564 0.124
C -0.868 -2.756 0.859
C 0.545 -3.126 0.475
O 1.336 -1.914 0.307
C 2.063 -1.389 1.439
H -2.809 -0.406 -0.351
H -2.551 -0.612 1.385
H -3.246 -1.977 0.422
H -0.978 -2.581 1.941
H -1.567 -3.551 0.580
H 0.543 -3.630 -0.502
H 1.005 -3.788 1.220
H 1.355 -1.040 2.204
H 2.721 -2.162 1.853
H 2.660 -0.545 1.079
*
```

---

# 3
Formula: C28H27AlN6O3S2Se3
Source: OMol25
Level of theory: ωB97M-V/def2-TZVPD

## Properties
HOMO level (alpha / beta): -13.0 / -13.0 eV
HOMO-LUMO gap (alpha / beta): 0.2147 / 0.2184 Ha
ΔE to the lowest compared entry with this formula, charge and spin: 2.3161 eV
Molar mass: 823.56 Da

The geometry in ORCA input format:
```
! RIJCOSX wB97M-V def2-TZVPD def2/J DEFGRID3
* xyz 2 1
Al -0.197 -0.169 0.771
Se -2.078 -2.725 2.987
Se -1.967 -0.567 3.805
C -0.048 -0.489 3.734
C 0.655 -0.434 4.919
C 2.026 -0.661 4.908
C 2.633 -1.000 3.712
C 1.877 -0.988 2.558
N 0.565 -0.671 2.544
C -2.446 -2.428 1.122
C -3.381 -3.293 0.565
C -3.694 -3.185 -0.775
C -3.088 -2.184 -1.524
C -2.172 -1.373 -0.902
N -1.824 -1.490 0.402
H 0.121 -0.282 5.847
H 2.592 -0.632 5.829
H 3.678 -1.268 3.659
H 2.323 -1.222 1.604
H -3.863 -4.031 1.190
H -4.414 -3.855 -1.224
H -3.313 -2.042 -2.570
H -1.677 -0.590 -1.466
O -0.288 -3.785 -0.927
C 0.779 -3.832 -1.763
C 0.911 -4.982 -2.536
C 1.986 -5.122 -3.387
C 2.958 -4.124 -3.481
C 2.834 -2.992 -2.715
C 1.739 -2.812 -1.848
C 1.686 -1.589 -1.052
O 0.551 -1.316 -0.402
N 2.733 -0.806 -0.993
N 2.449 0.162 -0.090
C 2.964 1.299 -0.018
S 4.124 2.265 -0.871
C 3.097 3.758 -0.700
C 2.468 3.805 0.692
S 1.957 2.158 1.233
H -0.236 -2.940 -0.455
H 0.160 -5.754 -2.442
H 2.078 -6.021 -3.982
H 3.798 -4.241 -4.149
H 3.574 -2.207 -2.774
H 2.336 3.770 -1.478
H 3.751 4.619 -0.832
H 1.629 4.490 0.761
H 3.200 4.080 1.454
Se -0.404 4.033 2.541
N 0.448 1.748 0.678
C 0.024 2.530 -0.437
C 0.173 2.027 -1.729
C -0.254 2.746 -2.833
C -0.859 3.992 -2.659
C -1.071 4.475 -1.387
C -0.638 3.763 -0.250
N -1.066 4.254 0.963
H 0.675 1.073 -1.862
H -0.112 2.344 -3.827
H -1.187 4.562 -3.517
H -1.587 5.411 -1.223
C -3.812 2.229 0.293
C -3.324 1.001 1.017
O -1.851 0.985 1.044
H -4.901 2.201 0.247
H -3.426 2.267 -0.727
H -3.527 3.144 0.815
H -3.633 0.091 0.519
H -3.661 0.962 2.053
H -1.555 1.858 1.344
*
```

---

# 4
Formula: C3H6N2O2
Source: OMol25
Level of theory: ωB97M-V/def2-TZVPD

## Properties
HOMO level: -9.1 eV
HOMO-LUMO gap: 0.3631 Ha
ΔE to the lowest compared entry with this formula, charge and spin: 2.9247 eV
Molar mass: 102.09 Da

The geometry in ORCA input format:
```
! RIJCOSX wB97M-V def2-TZVPD def2/J DEFGRID3
* xyz 0 1
N 0.929 0.772 -1.397
C 0.546 0.227 0.379
O 1.428 0.635 1.114
C -0.320 1.024 -0.481
O -1.869 -0.142 1.029
C -1.149 -1.121 1.003
N 0.084 -1.138 0.383
H 1.861 1.106 -1.168
H 0.935 -0.077 -1.948
H -1.166 0.579 -1.010
H -0.588 2.025 -0.101
H -1.436 -2.047 1.508
H 0.745 -1.842 0.688
*
```